This record from OMol25 describes C23H44Cl3MgN8O2Si as an isolated structure in a non-equilibrium geometry. The level of theory is ωB97M-V/def2-TZVPD.

Element x y z (Å)
1 Mg 0.132 0.070 0.072
2 N 1.358 0.125 3.796
3 C 1.939 1.401 4.230
4 C 3.405 1.471 3.772
5 C 3.493 1.529 2.247
6 N 2.940 0.277 1.709
7 C 2.717 2.715 1.680
8 C 1.263 2.786 2.153
9 N 0.408 1.846 1.419
10 C 1.150 2.585 3.667
11 H 1.744 -0.640 4.339
12 H 2.108 0.057 2.331
13 H 0.354 0.122 3.942
14 H 1.914 1.483 5.328
15 H 3.944 0.590 4.131
16 H 3.873 2.350 4.214
17 H 4.536 1.631 1.933
18 H 3.603 -0.494 1.757
19 H 2.501 0.375 0.675
20 H 2.731 2.668 0.591
21 H 3.224 3.632 1.981
22 H 0.914 3.811 1.946
23 H 0.326 2.180 0.465
24 H -0.528 1.927 1.803
25 H 0.095 2.486 3.937
26 H 1.525 3.488 4.148
27 O -1.774 -1.707 -0.366
28 N -0.297 -1.794 -0.296
29 C -1.325 0.146 -4.913
30 C -0.037 -0.103 -4.139
31 N -0.255 0.188 -2.743
32 C -1.208 0.988 -2.247
33 N -1.235 1.139 -0.945
34 C -2.240 2.009 -0.372
35 C -3.504 2.045 -1.220
36 C -3.103 2.481 -2.620
37 N -2.058 1.601 -3.103
38 C -1.850 1.526 -4.535
39 H -2.065 -0.606 -4.642
40 H -1.148 0.092 -5.986
41 H 0.762 0.538 -4.539
42 H 0.281 -1.144 -4.234
43 H 0.254 -0.333 -2.042
44 H -1.840 3.031 -0.282
45 H -2.480 1.646 0.629
46 H -4.235 2.730 -0.794
47 H -3.938 1.046 -1.259
48 H -2.755 3.525 -2.614
49 H -3.953 2.419 -3.305
50 H -1.140 2.302 -4.853
51 H -2.807 1.720 -5.026
52 C 2.875 -5.000 1.365
53 N 2.274 -3.694 1.565
54 C 0.952 -3.824 2.139
55 C 2.284 -2.863 0.360
56 C 1.460 -3.344 -0.818
57 C 1.951 -4.329 -1.661
58 C 1.206 -4.842 -2.713
59 C -0.076 -4.365 -2.923
60 C -0.576 -3.364 -2.119
61 C 0.173 -2.817 -1.067
62 H 3.002 -5.485 2.333
63 H 3.859 -4.878 0.914
64 H 2.267 -5.655 0.727
65 H 1.020 -4.370 3.081
66 H 0.260 -4.366 1.480
67 H 0.549 -2.830 2.338
68 H 3.331 -2.778 0.054
69 H 1.896 -1.887 0.664
70 H 2.948 -4.713 -1.490
71 H 1.602 -5.620 -3.345
72 H -0.693 -4.765 -3.717
73 H -1.573 -2.990 -2.296
74 C 2.765 0.291 -1.568
75 O 1.819 0.403 -0.547
76 H 2.459 0.880 -2.436
77 H 2.897 -0.752 -1.880
78 H 3.739 0.675 -1.237
79 Cl -4.413 -1.122 0.554
80 Si -2.583 -1.771 1.014
81 Cl -2.539 -3.485 2.045
82 Cl -1.586 -0.406 2.183

The net charge is +1. As for the largest force on an atom: 0.0221 hartree/bohr. For the HOMO-LUMO gap, the calculation gives 7.3 eV. Its HOMO energy is -9.38 eV. The spin multiplicity is 1.